Arrangement P

The following is a DFT calculation (ωB97M-V with the def2-TZVPD basis set) of a 2-piece molecular cluster, C4H10O2 overall.

Geometry as XYZ:
```
16
Properties=species:S:1:pos:R:3
C -1.481 -0.741 0.129
C -0.511 0.389 -0.216
C 0.458 0.024 -1.322
O 1.550 0.533 -1.472
C 0.218 0.928 1.023
O 0.967 2.083 0.758
H -1.904 -1.202 -0.770
H -0.994 -1.527 0.719
H -2.313 -0.351 0.724
H -1.086 1.226 -0.645
H 0.111 -0.747 -2.046
H 1.262 -2.111 -0.003
H 1.831 -1.660 -0.158
H -0.527 1.194 1.780
H 0.840 0.122 1.451
H 1.579 1.839 0.046
```

- Kohn-Sham gap (eV) = 10.83
- structure (SMILES) = C[C@H](C=O)CO.[H][H]
- HOMO (eV) = -10.0

***

Arrangement Q

The following is a DFT calculation (ωB97M-V with the def2-TZVPD basis set) of a 2-piece molecular cluster, C4H10O2 overall.

Geometry as XYZ:
```
16
Properties=species:S:1:pos:R:3
C -1.204 -0.367 2.657
O -0.084 0.354 2.192
C 0.094 0.692 -0.796
C 0.966 0.338 -1.959
C 0.835 -0.633 -0.834
O 0.378 -0.041 -3.167
H -1.831 0.327 3.223
H -1.804 -0.784 1.834
H -0.913 -1.192 3.323
H 0.420 1.467 -0.108
H -0.980 0.644 -0.951
H 1.918 0.864 -2.049
H 1.697 -0.790 -0.190
H 0.241 -1.519 -1.039
H 0.273 -0.114 1.426
H -0.005 0.753 -3.561
```

- Kohn-Sham gap (eV) = 11.00
- structure (SMILES) = OC1CC1.CO
- HOMO (eV) = -10.1

***

Arrangement R

The following is a DFT calculation (ωB97M-V with the def2-TZVPD basis set) of one molecule with the formula C4H10O2.

Geometry as XYZ:
```
16
Properties=species:S:1:pos:R:3
C 2.261 0.239 -0.804
O 1.251 0.270 0.169
C 0.237 -0.676 -0.056
C -1.008 -0.257 0.723
C -1.468 1.130 0.318
O -2.069 -1.158 0.446
H 2.780 -0.732 -0.830
H 1.854 0.440 -1.808
H 2.980 1.019 -0.548
H 0.569 -1.683 0.257
H -0.028 -0.732 -1.125
H -0.769 -0.257 1.798
H -2.361 1.412 0.881
H -1.711 1.146 -0.751
H -0.673 1.856 0.507
H -1.844 -2.016 0.825
```

- Kohn-Sham gap (eV) = 10.85
- structure (SMILES) = COC[C@@H](C)O
- HOMO (eV) = -9.9

***

Relative energy table, unit hartree: arrangement P 0.0260; arrangement Q 0.0371; arrangement R 0.0000

***

Arrangement P

The following is a DFT calculation (ωB97M-V with the def2-TZVPD basis set) of a 2-piece molecular cluster, C7H12 overall.

Geometry as XYZ:
```
19
Properties=species:S:1:pos:R:3
C -1.877 -0.362 -1.840
C 1.335 1.101 -1.223
C 1.333 0.927 0.095
C 0.154 1.009 1.020
C -0.081 -0.323 1.743
C 0.176 -1.656 1.100
C 1.037 -1.293 1.994
H -1.930 0.519 -2.485
H -2.249 -0.108 -0.844
H -2.489 -1.160 -2.267
H 2.238 0.929 -1.804
H 0.447 1.404 -1.775
H 2.268 0.634 0.574
H -0.751 1.310 0.474
H 0.329 1.780 1.785
H -0.880 -0.255 2.490
H -0.154 -2.391 0.381
H -0.838 -0.689 -1.760
H 1.948 -1.487 2.540
```

- Kohn-Sham gap (eV) = 10.63
- structure (SMILES) = C=CCC1C=C1.C
- HOMO (eV) = -9.4

***

Arrangement Q

The following is a DFT calculation (ωB97M-V with the def2-TZVPD basis set) of one molecule with the formula C7H12.

Geometry as XYZ:
```
19
Properties=species:S:1:pos:R:3
C -1.435 -1.462 2.007
C -1.059 -0.642 0.829
C 0.130 -0.086 0.626
C 1.238 -0.799 -1.584
C 1.506 0.507 -1.629
C 0.375 1.472 -1.450
C 0.089 1.308 0.056
H -2.359 -1.022 2.403
H -0.675 -1.331 2.787
H -1.596 -2.524 1.808
H -1.860 -0.315 0.159
H -0.926 1.618 0.335
H 1.031 -0.474 1.109
H 0.230 -1.160 -1.767
H 1.954 -1.541 -1.248
H 2.495 0.886 -1.372
H 0.609 2.519 -1.684
H -0.513 1.201 -2.036
H 0.776 1.905 0.664
```

- Kohn-Sham gap (eV) = 9.71
- structure (SMILES) = C=CCC/C=C/C
- HOMO (eV) = -8.5

***

Relative energy table, unit hartree: arrangement P 0.0343; arrangement Q 0.0000

***

Arrangement P

The following is a DFT calculation (ωB97M-V with the def2-TZVPD basis set) of one molecule with the formula C7H12.

Geometry as XYZ:
```
19
Properties=species:S:1:pos:R:3
C 2.937 0.127 -0.322
C 1.475 0.213 -0.754
C 0.731 -1.117 -0.583
C -0.742 -1.027 -0.951
C -1.531 -0.212 -0.301
C -2.154 0.741 0.343
C -2.832 0.669 1.685
H 3.018 -0.137 0.740
H 3.477 -0.637 -0.895
H 3.454 1.082 -0.468
H 0.959 0.984 -0.166
H 1.411 0.531 -1.803
H 0.820 -1.436 0.465
H 1.211 -1.893 -1.192
H -2.121 1.724 -0.128
H -1.120 -1.623 -1.781
H -3.155 -0.342 1.947
H -3.699 1.337 1.705
H -2.138 1.015 2.461
```

- Kohn-Sham gap (eV) = 10.20
- structure (SMILES) = CC=C=CCCC
- HOMO (eV) = -9.2

***

Arrangement Q

The following is a DFT calculation (ωB97M-V with the def2-TZVPD basis set) of one molecule with the formula C7H12.

Geometry as XYZ:
```
19
Properties=species:S:1:pos:R:3
C 1.542 0.598 -1.370
C 1.275 -0.738 -0.266
C 0.188 -0.681 0.894
C -0.221 0.778 1.233
C -1.608 0.512 0.670
C -1.539 -0.167 -0.685
C -1.310 -0.964 0.554
H 2.525 0.449 -1.838
H 1.671 1.504 -0.761
H 0.964 1.017 -2.242
H 1.212 -1.768 -0.682
H 2.267 -0.708 0.190
H 0.488 -1.294 1.761
H 0.360 1.542 0.717
H -0.240 0.996 2.305
H -2.507 0.993 1.052
H -2.485 -0.336 -1.200
H -0.609 0.002 -1.291
H -1.976 -1.734 0.959
```

- Kohn-Sham gap (eV) = 10.48
- structure (SMILES) = CC[C@H]1C[C@H]2C[C@@H]12
- HOMO (eV) = -9.3

***

Arrangement R

The following is a DFT calculation (ωB97M-V with the def2-TZVPD basis set) of C7H12 as an isolated structure.

Geometry as XYZ:
```
19
Properties=species:S:1:pos:R:3
C 1.595 -0.892 0.113
C 0.638 -0.567 -1.016
C -0.844 -0.934 -0.733
C -1.095 0.541 -0.480
C -2.016 1.209 0.196
C 0.711 0.032 2.309
C 0.231 0.928 -1.109
H 1.699 -1.973 0.265
H 1.440 -0.549 1.354
H 2.584 -0.443 -0.047
H 1.037 -0.986 -1.954
H -1.363 -1.306 -1.624
H -1.027 -1.623 0.099
H -2.866 0.705 0.649
H -1.953 2.285 0.331
H -0.300 -0.436 2.315
H 0.549 1.098 2.034
H 0.857 1.640 -0.560
H 0.124 1.270 -2.144
```

- Kohn-Sham gap (spin up / spin down) (eV) = 8.05 / 8.05
- HOMO (spin up / spin down) (eV) = -8.2 / -8.2

***

Arrangement S

The following is a DFT calculation (ωB97M-V with the def2-TZVPD basis set) of one molecule with the formula C7H12.

Geometry as XYZ:
```
19
Properties=species:S:1:pos:R:3
C -1.820 0.242 0.556
C -0.948 -0.533 -0.438
C -0.230 0.292 -1.479
C 0.311 1.487 -1.272
C 1.646 0.416 1.161
C 1.485 -0.753 0.553
C 0.167 -1.407 0.230
H -2.589 0.820 0.030
H -2.331 -0.457 1.229
H -1.251 0.938 1.179
H -1.627 -1.225 -0.958
H 0.026 -0.249 -2.392
H 1.028 1.914 -1.966
H 0.111 2.065 -0.375
H 2.634 0.820 1.350
H 0.808 1.029 1.483
H -0.116 -1.772 1.222
H 2.364 -1.338 0.294
H 0.331 -2.288 -0.404
```

- Kohn-Sham gap (eV) = 10.14
- structure (SMILES) = C=CC[C@@H](C)C=C
- HOMO (eV) = -9.0

***

Relative energy table, unit hartree: arrangement P 0.0000; arrangement Q 0.0564; arrangement R 0.1633; arrangement S 0.0045